Record 1
C26H22BrCsF6N8O2PS2Se2Te | ωB97M-V/def2-TZVPD

HOMO (spin up / spin down)   -1.56 / -2.78 eV
Spin multiplicity   2
Total charge   -2
LUMO level (spin up / spin down)   3.38 / 3.38 eV

Geometry as XYZ:
```
72
Properties=species:S:1:pos:R:3:lowdin_charge:R:1
Cs 0.3100 -0.2577 -1.3002 1.11
Br 0.4929 4.8028 2.1286 0.76
C -1.2114 4.1063 1.6467 -0.75
C -2.3497 4.8085 2.0164 -0.11
C -3.5702 4.2599 1.6564 -0.06
C -3.5975 3.0694 0.9482 0.00
C -2.3896 2.4539 0.6511 -0.16
N -1.2126 2.9658 1.0046 0.12
C -2.3618 1.1393 -0.0979 -0.74
O -1.7442 0.1870 0.3678 -0.26
O -3.0406 1.1135 -1.1853 -0.27
H -2.2743 5.7366 2.5632 0.09
H -4.4914 4.7626 1.9241 0.10
H -4.5231 2.6167 0.6216 0.12
Se 3.7863 -2.3452 2.8195 0.56
Se 1.9884 -2.0278 5.0545 0.48
C 1.1092 -0.4265 4.5108 -0.75
C 0.1197 0.1014 5.3593 -0.15
C -0.5495 1.2498 4.9913 -0.09
C -0.2327 1.8600 3.7805 -0.11
C 0.7531 1.2760 3.0073 -0.16
N 1.4189 0.1723 3.3569 0.02
C 2.6711 -3.4578 1.7674 -0.73
C 2.6396 -4.8390 1.9995 -0.13
C 1.9149 -5.6538 1.1520 -0.09
C 1.2270 -5.0781 0.0913 -0.08
C 1.2777 -3.7010 -0.0282 -0.17
N 1.9712 -2.9001 0.7747 0.04
H -0.1043 -0.4083 6.2868 0.08
H -1.3182 1.6652 5.6345 0.10
H -0.7438 2.7568 3.4460 0.04
H 1.0147 1.7085 2.0453 0.07
H 3.2042 -5.2414 2.8284 0.08
H 1.8927 -6.7266 1.3072 0.10
H 0.6530 -5.6684 -0.6100 0.10
H 0.7441 -3.2207 -0.8425 0.07
C 5.3339 0.6271 1.7478 -0.03
C 4.6106 1.5984 0.9026 -0.33
N 5.0437 2.7672 0.5543 0.11
N 4.0366 3.2674 -0.2244 0.00
C 2.9858 2.4437 -0.3756 -0.82
S 1.6336 2.7853 -1.2957 0.47
N 3.3583 1.3546 0.3731 -0.07
N 2.5804 0.2148 0.5766 0.02
H 6.3274 1.0159 1.9572 0.08
H 5.4062 -0.3368 1.2436 0.06
H 4.7982 0.4487 2.6808 0.05
H 4.1116 4.1648 -0.6646 0.13
H 3.0072 -0.5866 0.1027 0.05
H 2.5237 -0.0207 1.5709 0.02
Te -3.3660 -1.1097 -1.7221 1.50
C -4.4876 -0.2607 -3.3067 -0.49
C -3.9813 0.7985 -4.0505 -0.13
C -4.7405 1.3693 -5.0640 -0.10
C -6.0085 0.8836 -5.3487 -0.11
C -6.5161 -0.1767 -4.6104 -0.10
C -5.7625 -0.7416 -3.5919 -0.14
H -2.9976 1.1900 -3.8301 0.10
H -4.3350 2.1946 -5.6366 0.10
H -6.5984 1.3267 -6.1421 0.09
H -7.5058 -0.5637 -4.8225 0.09
H -6.1630 -1.5676 -3.0187 0.09
F 2.2044 -1.4392 -2.6322 -0.42
P 3.7690 -1.5897 -3.1109 0.14
F 4.1852 -1.8429 -1.5643 -0.17
F 3.9576 0.0028 -2.8740 -0.17
F 5.3046 -1.7250 -3.5799 -0.16
F 3.5350 -3.1704 -3.3146 -0.16
F 3.3032 -1.3121 -4.6327 -0.16
S -4.6343 -5.7157 -2.8398 0.47
C -4.3049 -4.1493 -2.6285 -0.97
N -4.0888 -3.0044 -2.5051 -0.27
```

Record 2
C20H25N7O3Ti | ωB97M-V/def2-TZVPD

HOMO (spin up / spin down)   -17.70 / -17.70 eV
Spin multiplicity   2
Total charge   +3
LUMO level (spin up / spin down)   -10.41 / -10.37 eV

Geometry as XYZ:
```
56
Properties=species:S:1:pos:R:3:lowdin_charge:R:1
Ti 0.8670 -0.0260 -0.2145 1.13
O -2.3272 -1.6327 -6.8080 0.16
N -1.2386 -1.3715 -6.3660 -0.33
O -0.1891 -1.2987 -6.9722 0.12
C -1.1783 -1.0464 -4.9107 -0.03
C -2.2748 -0.4780 -4.3716 0.11
C -2.2630 -0.0122 -3.0226 -0.09
C -3.3531 0.6440 -2.4254 0.08
C -3.2163 1.1374 -1.1472 0.02
C -2.0095 0.9762 -0.4771 -0.07
N -0.9624 0.3331 -1.0021 -0.05
C -1.0947 -0.1670 -2.2627 -0.13
C 0.0380 -0.8463 -2.8157 -0.12
N 1.1262 -1.0097 -1.9951 -0.02
C 2.1878 -1.6599 -2.4890 -0.06
C 2.2297 -2.1682 -3.7758 0.03
C 1.1524 -1.9908 -4.6173 0.10
C 0.0186 -1.2917 -4.1494 -0.02
H -3.1624 -0.3459 -4.9782 0.16
H -4.2784 0.7657 -2.9754 0.15
H -4.0312 1.6610 -0.6670 0.14
H -1.8670 1.3906 0.5135 0.12
H 3.0368 -1.8049 -1.8362 0.12
H 3.1061 -2.7039 -4.1130 0.14
H 1.1800 -2.3871 -5.6205 0.14
N 1.3879 1.9621 -0.7496 -0.03
C 2.2829 2.6256 0.2621 -0.18
C 3.5519 1.8167 0.5174 -0.16
C 3.3638 0.5740 1.3868 -0.19
N 2.7549 -0.5695 0.6200 -0.06
H 1.8858 1.9599 -1.6400 0.13
H 0.5837 2.5657 -0.9053 0.12
H 1.7144 2.7449 1.1856 0.13
H 2.5577 3.6190 -0.0909 0.14
H 4.2621 2.4702 1.0240 0.14
H 4.0225 1.5447 -0.4346 0.13
H 2.7150 0.8013 2.2339 0.12
H 4.3315 0.2714 1.7852 0.14
H 2.6650 -1.3567 1.2611 0.12
H 3.4659 -0.8723 -0.0427 0.10
N 0.0559 -0.3270 1.5586 0.08
C -0.4887 -0.5091 2.5896 -0.14
N -1.0372 -0.7627 3.7029 -0.03
C -2.5142 -0.7618 3.8793 -0.05
C -2.8791 0.3018 4.9200 -0.16
O -2.1512 0.1128 6.1072 -0.09
C -0.7615 0.2177 5.9134 -0.16
C -0.2838 -0.8944 4.9782 -0.04
H -2.8005 -1.7488 4.2423 0.15
H -3.0032 -0.5647 2.9268 0.13
H -3.9335 0.2037 5.1712 0.15
H -2.7012 1.3065 4.5106 0.14
H -0.2856 0.1098 6.8856 0.15
H -0.4999 1.1988 5.4924 0.14
H -0.5457 -1.8603 5.4098 0.15
H 0.7880 -0.8464 4.7983 0.14
```

Record 3
C4H11N2 | ωB97M-V/def2-TZVPD

HOMO (spin up / spin down)   -10.31 / -14.68 eV
Spin multiplicity   3
Total charge   +1
LUMO level (spin up / spin down)   -3.14 / -6.86 eV

Geometry as XYZ:
```
17
Properties=species:S:1:pos:R:3:lowdin_charge:R:1
C 1.4760 0.4136 1.3689 0.09
C -0.7347 -0.0428 0.4914 -0.24
C 0.7349 -0.2448 0.4503 -0.26
C 1.3066 -1.1252 -0.6098 -0.01
N -1.0963 1.4420 -0.6539 0.13
N -1.5018 -1.0341 0.1677 0.16
H 2.5467 0.4529 1.3759 0.08
H 1.1171 1.1693 2.1025 0.10
H -1.1735 0.6569 1.0878 0.11
H 0.5855 -1.5618 -1.2421 0.05
H 1.8168 -2.0041 -0.2600 0.11
H 1.8107 -0.4841 -1.3909 0.13
H -2.0485 1.3291 -0.9980 0.11
H -0.8218 2.2211 -0.0728 0.11
H -2.4551 -1.0583 0.2673 0.10
H -1.0122 -1.5942 -0.5395 0.12
H -0.5505 1.4646 -1.5448 0.13
```

Number 1: energy -299185.6464 eV. Number 2: energy -60807.8820 eV. Number 3: energy -7294.5569 eV.